# 1
{
  "formula": "C2H9N2",
  "method": "the ωB97M-V functional and the def2-TZVPD basis",
  "symbols": ["N", "C", "C", "N", "H", "H", "H", "H", "H", "H", "H", "H", "H"],
  "xyz": [[2.691917, -0.339357, 0.179189], [-1.367698, -1.025026, 0.316372], [-1.343895, 0.488343, 0.122861], [-0.386749, 0.958955, -0.680161], [-2.014974, -1.390229, 1.098235], [3.423044, 0.247725, -0.203374], [1.894894, -0.233107, -0.430115], [-0.368295, -1.394703, 0.542041], [-1.621652, -1.495069, -0.634486], [-0.987740, 0.954465, 1.110594], [-2.335714, 0.974932, 0.035268], [3.036198, -1.290383, 0.166187], [-0.630348, 1.911422, -1.025357]],
  "forces_ev_per_angstrom": [[-0.046, 0.366, 0.041], [0.992, -0.373, -0.069], [-1.376, -1.339, -0.694], [0.101, 0.666, 0.386], [-0.393, 0.336, 0.159], [0.066, 0.049, 0.133], [0.067, -0.339, -0.238], [0.151, 0.091, 0.096], [-0.291, 0.182, -0.027], [0.512, 0.342, -0.078], [0.165, 0.258, 0.153], [-0.179, -0.068, -0.039], [0.231, -0.170, 0.175]],
  "fmax_ev_per_a": 2.04,
  "total_energy_ev": -5188.650,
  "charge": 1,
  "homo_ev": -13.56,
  "de_lowest_kj_mol": 511.8,
  "gap_ev": 4.23,
  "lumo_energy_ha": -0.34307
}



# 2
{
  "formula": "C9H13N2OSSeTi",
  "method": "the ωB97M-V functional and the def2-TZVPD basis",
  "symbols": ["Ti", "O", "C", "C", "C", "C", "C", "C", "N", "H", "H", "H", "H", "H", "H", "H", "H", "H", "H", "H", "S", "C", "Se", "C", "N", "C", "H", "H"],
  "xyz": [[0.759946, -0.890577, 1.812148], [-0.561528, -1.108282, 0.529037], [0.320874, -0.241850, -0.029061], [0.924460, -0.625235, -1.360401], [0.210567, 0.035324, -2.551811], [-1.307952, 0.191820, -2.398894], [-1.724777, 1.460416, -1.646588], [-1.462963, 1.444164, -0.143184], [-0.078378, 1.117383, 0.234471], [0.856471, -1.712523, -1.421979], [1.986305, -0.368555, -1.389301], [0.432773, -0.561525, -3.438327], [0.640845, 1.024493, -2.737145], [-1.731396, -0.690410, -1.910299], [-1.747239, 0.240103, -3.397377], [-2.795226, 1.631497, -1.790700], [-1.211477, 2.318377, -2.095683], [-2.100533, 0.701995, 0.336457], [-1.706597, 2.416437, 0.287856], [0.573387, 1.778814, -0.172034], [-0.300463, -0.954391, 4.773221], [0.434594, 0.063705, 3.784775], [0.904613, -4.957156, 1.727963], [1.669128, -3.404612, 1.753633], [2.183117, -2.327341, 1.780933], [1.377490, 0.868957, 3.284161], [2.264583, 1.158832, 3.838686], [1.189375, 1.390139, 2.339442]],
  "forces_ev_per_angstrom": [[-0.051, -0.035, -0.205], [0.036, -0.171, 0.395], [0.316, 0.065, 0.066], [-0.067, 0.079, 0.044], [-0.018, -0.061, 0.023], [0.043, 0.048, -0.016], [-0.003, -0.032, 0.036], [-0.015, -0.004, -0.052], [-0.090, 0.033, 0.089], [0.014, 0.002, -0.029], [-0.005, -0.022, 0.016], [-0.001, 0.030, -0.023], [0.017, -0.002, -0.008], [-0.006, -0.011, -0.009], [-0.018, -0.021, 0.009], [0.000, 0.018, -0.010], [-0.003, 0.004, -0.011], [0.003, 0.016, 0.013], [-0.007, -0.015, 0.023], [0.051, -0.042, -0.018], [0.099, 0.221, -0.351], [-0.075, -0.329, -0.049], [-0.091, -0.252, -0.012], [0.297, 0.188, 0.045], [-0.515, 0.203, -0.018], [0.089, 0.045, 0.015], [-0.019, 0.017, 0.007], [0.018, 0.029, 0.030]],
  "fmax_ev_per_a": 0.55,
  "total_energy_ev": -113866.674,
  "charge": 0,
  "homo_ev": [-7.79, -8.32],
  "multiplicity": 2,
  "de_lowest_kj_mol": 25.9,
  "gap_ev": [7.07, 6.93],
  "lumo_energy_ha": [-0.02636, -0.05106]
}